165
Properties=species:S:1:pos:R:3:forces:R:3 method="wB97M-V/def2-TZVPD" total_charge=+1 total_energy_ha=-3654.1809
S 4.8743 -2.9688 -2.6041 -1.35 -0.79 0.15
Si -5.2349 -2.2210 -1.9192 -0.39 0.02 0.37
F 5.7410 -2.6156 -3.8525 0.58 0.34 0.12
O 10.2751 -3.0329 -5.9535 -0.09 -0.10 0.24
O 10.8309 -4.8424 -3.7051 -0.12 0.06 -0.19
O -2.5376 5.7536 3.9824 0.00 -0.01 0.21
O 16.4595 -8.2433 -5.8065 -0.14 -0.15 0.05
O -8.3641 1.4788 -3.7699 -0.05 0.00 -0.18
O -8.9183 1.9484 6.3696 -0.18 0.05 0.09
O -1.1269 6.3902 6.4834 -0.02 -0.15 -0.12
O 5.2812 9.2137 4.3847 -0.13 -0.13 -0.11
O -9.1051 3.3837 -5.8846 -0.06 -0.12 0.15
O 13.7605 -8.9302 -4.8638 0.13 0.08 0.09
O -6.0285 1.0032 1.5838 -0.10 0.20 0.03
O -5.5819 3.0573 3.6214 0.03 -0.36 -0.05
O -10.5580 1.1068 8.6619 0.06 -0.06 -0.19
O 2.7356 7.7387 4.3887 0.21 -0.04 0.06
C -5.8142 2.0601 4.6068 -0.09 0.18 0.13
C -0.3967 -0.1244 -0.8093 0.22 -1.21 -0.70
C -0.8176 5.0155 6.6162 0.00 0.08 0.08
C -0.7893 6.9167 5.2069 -0.11 0.22 0.26
C 11.7713 -3.9288 -4.2590 -0.09 0.02 0.36
C -5.3176 -5.0944 -1.6693 0.25 0.00 -0.36
C 2.1679 -0.2960 -1.0392 0.19 0.19 -0.90
C 4.0782 -1.4262 -2.1744 0.12 0.43 0.76
C -8.2586 3.6839 -4.7871 0.13 0.04 -0.33
C -7.4976 2.4625 -4.3147 -0.07 0.01 0.34
C -3.6754 5.4086 4.7607 0.04 0.06 -0.04
C -10.4625 3.2107 -5.5124 -0.01 0.06 -0.08
C 3.0279 8.8551 5.2201 -0.29 0.06 -0.23
C 8.9088 -3.1439 -5.6249 -0.05 0.08 -0.13
C 10.5511 -5.9374 -4.5664 0.06 -0.05 0.11
C 16.7690 -9.6281 -5.8246 0.09 0.06 -0.01
C -11.0070 0.0048 7.8912 -0.05 0.02 0.09
C -5.2787 2.1939 1.3806 0.26 -0.40 -0.05
C -7.4206 1.2536 1.7128 -0.05 -0.14 -0.08
C 15.2598 -7.9306 -6.4948 0.25 0.28 0.11
C -2.0038 7.0284 4.3099 0.14 -0.16 -0.30
C -2.8564 -0.5727 -1.4928 -0.21 -0.03 0.55
C 11.0867 -2.7076 -4.8327 0.23 0.01 -0.33
C 7.4793 -3.3973 -1.7325 -0.87 0.23 -0.11
C -4.6157 2.6592 2.6595 -0.18 0.45 -0.05
C -6.0887 -6.1713 0.2832 -0.41 -1.64 1.11
C 0.8169 -0.1146 -1.7852 0.02 0.36 1.08
C 2.8187 -1.6754 -1.3110 0.36 -0.14 -0.19
C -1.4585 -1.1895 -1.2115 -0.53 0.75 0.10
C -4.5884 -2.4950 -3.6672 -0.01 0.00 0.32
C 6.0144 -3.2779 -1.2439 0.98 0.81 0.38
C 3.4557 6.5769 4.7608 -0.12 -0.02 -0.05
C -6.7996 -1.1731 -2.0266 0.37 0.00 -0.07
C -4.0178 -1.3091 -0.7680 0.13 -0.26 -0.56
C 14.2796 -8.9967 -3.5461 -0.08 -0.04 0.01
C -5.5840 -3.8829 -1.0824 0.19 1.61 -0.93
C -6.3592 -4.9761 0.8851 -0.25 0.84 0.61
C -5.5710 -6.2573 -0.9719 0.54 -0.28 -1.23
C -10.0661 2.5908 5.8377 0.06 0.01 -0.11
C -6.1062 -3.8199 0.1884 -0.09 0.37 0.48
C 5.5034 8.7490 3.0656 0.09 0.06 0.03
C 14.1030 -7.7295 -5.5382 -0.25 -0.23 -0.18
C -8.6449 0.4231 -4.6731 0.00 0.00 0.06
C -8.6645 2.3022 7.7227 0.27 -0.20 -0.14
C 4.0028 9.8068 4.5598 0.22 0.04 0.26
C -9.1450 1.2346 8.6830 -0.20 0.19 0.22
H -7.8600 1.4603 0.7308 -0.04 0.05 0.03
H -9.8411 3.6377 5.6077 -0.07 0.02 0.02
H -7.5381 4.4322 -5.1326 0.01 0.01 0.05
H -9.4929 -0.1374 -4.2821 0.04 0.01 0.08
H -4.2882 -1.5593 -4.1408 0.13 -0.01 0.05
H -7.6224 2.0892 2.3857 0.03 0.01 0.00
H 14.3282 -6.9336 -4.8203 0.08 -0.01 0.00
H -10.5652 2.5737 -4.6312 0.02 0.01 0.02
H -7.6802 -1.7420 -2.3264 0.01 0.01 -0.02
H -1.1802 -1.7307 -2.1174 0.34 -0.01 0.09
H -12.0755 0.1303 7.7227 0.00 0.02 0.07
H 3.3752 5.8597 3.9441 -0.06 0.02 -0.01
H -2.9906 -0.5535 -2.5761 -0.15 0.06 0.03
H 3.4089 8.5246 6.1907 0.05 0.00 -0.02
H 2.1583 -2.3258 -1.8861 -0.16 -0.02 0.21
H -3.9607 1.8808 3.0642 -0.05 -0.06 -0.02
H -6.6167 -0.4021 -2.7810 -0.13 0.04 0.02
H 15.0205 -8.7042 -7.2304 -0.05 -0.03 0.04
H -0.0322 -0.3758 0.1868 -0.01 0.08 0.06
H -10.3352 2.0803 4.9137 0.06 -0.01 0.00
H -8.8309 4.1219 -3.9638 -0.01 -0.05 0.03
H 15.3293 -8.6989 -3.5068 0.00 0.02 -0.02
H -4.5521 5.9578 4.4030 -0.06 -0.03 0.08
H -6.2816 -2.8474 0.6359 -0.12 -0.02 0.14
H 5.9655 -2.4211 -0.5689 -0.24 0.04 -0.07
H -0.3810 7.9183 5.3717 0.04 -0.01 -0.06
H -8.8644 1.5266 9.6997 0.05 -0.01 -0.01
H -6.7269 2.3208 5.1408 0.00 0.03 -0.02
H -4.4994 1.9599 0.6460 0.01 0.05 -0.01
H 3.7798 -0.8669 -3.0607 0.24 -0.35 -0.33
H -10.8446 -0.9296 8.4383 0.02 -0.05 -0.07
H 14.1958 -10.0281 -3.2071 -0.06 0.00 -0.03
H -7.0127 -0.6424 -1.0963 -0.03 -0.13 0.05
H 11.8491 -2.0060 -5.1826 0.00 0.01 0.04
H 4.6491 8.1859 2.6825 -0.02 0.02 0.01
H 10.4951 -2.2045 -4.0603 -0.02 -0.02 0.02
H 2.8492 0.4658 -1.4326 0.08 0.03 0.26
H 8.4006 -3.6352 -6.4539 0.04 0.04 -0.04
H -5.3354 -7.2059 -1.4376 -0.12 -0.12 0.16
H 12.4295 -3.6118 -3.4447 0.03 0.01 -0.04
H -7.7823 -0.2481 -4.7435 -0.03 -0.04 -0.12
H 3.6064 10.1616 3.6037 -0.03 -0.05 -0.01
H -4.9813 2.0383 5.3198 0.01 -0.10 -0.01
H -3.7413 -3.1843 -3.6286 0.06 0.07 -0.24
H 5.7136 9.5911 2.3974 -0.04 -0.04 -0.06
H 2.0969 -0.1219 0.0312 -0.18 0.00 0.01
H 17.5416 -9.8055 -5.0782 0.03 0.06 -0.02
H 4.7942 -0.8427 -1.5942 0.10 0.12 -0.21
H 4.5121 6.7923 4.9346 0.00 0.01 0.03
H 13.6939 -8.3578 -2.8753 0.07 0.02 0.04
H -0.8554 0.8578 -0.7327 0.05 0.07 -0.12
H -1.1534 4.4388 5.7510 0.02 0.01 -0.02
H 3.0918 -2.1879 -0.3872 -0.04 -0.02 0.01
H 3.0184 6.1337 5.6624 0.08 -0.03 0.04
H -2.7675 7.6598 4.7737 0.01 -0.02 0.06
H -6.9005 2.0431 -5.1309 -0.04 0.02 -0.05
H -7.5794 2.4048 7.8294 -0.01 0.03 0.04
H 12.3873 -4.4189 -5.0181 -0.04 0.01 -0.04
H 13.2221 -7.4263 -6.1148 0.03 0.05 -0.02
H -4.8856 -5.0792 -2.6623 -0.04 -0.38 -0.07
H 10.3647 -5.6114 -5.5919 0.04 0.02 -0.01
H -1.7005 7.5004 3.3700 0.00 0.05 0.03
H 8.7538 -3.7375 -4.7186 0.03 0.00 0.00
H -8.6658 0.2755 8.4635 0.01 0.01 -0.06
H -3.8598 4.3459 4.6359 -0.01 0.02 -0.06
H -1.3285 4.6431 7.5032 0.02 0.06 0.03
H 2.0846 9.3831 5.3911 0.02 0.02 0.04
H 0.7957 0.8311 -2.3265 0.23 -0.05 -0.09
H -0.0109 6.3122 4.7322 -0.02 -0.01 -0.04
H 8.4734 -2.1455 -5.4883 -0.08 -0.03 0.06
H 7.5369 -4.1363 -2.5271 0.43 -0.06 0.08
H -6.7483 -4.9091 1.8921 -0.06 -0.21 0.03
H -10.9786 2.7388 -6.3471 0.04 0.04 -0.04
H 15.4347 -6.9944 -7.0347 -0.05 -0.01 -0.03
H 0.2620 4.8819 6.7502 0.00 -0.08 -0.04
H -3.5218 5.6158 5.8224 0.04 0.07 -0.02
H -4.6222 -0.6556 -0.1231 0.22 0.07 -0.21
H -10.5036 -0.0452 6.9231 0.03 -0.01 0.01
H 9.6584 -6.4385 -4.1932 0.03 0.00 0.07
H -3.9979 3.5366 2.4381 0.03 -0.03 -0.02
H 0.7536 -0.9170 -2.5182 -0.29 0.05 -0.10
H -5.3644 -2.9211 -4.3059 -0.01 -0.13 0.09
H 15.8990 -10.2414 -5.5806 -0.02 0.01 -0.03
H 6.3738 8.0941 3.0858 0.02 0.05 0.04
H -3.5653 -2.0398 -0.0946 -0.17 -0.11 0.04
H 8.1105 -3.6417 -0.8830 -0.03 -0.26 -0.05
H -1.5256 -1.9298 -0.4138 -0.12 -0.01 -0.02
H -5.9085 2.9837 0.9612 -0.02 0.02 0.06
H -6.8123 2.7638 -3.5151 0.02 0.02 -0.03
H 11.3840 -6.6464 -4.5500 -0.04 -0.05 -0.10
H 4.1382 10.6750 5.2116 -0.04 0.01 -0.02
H -5.9426 1.0714 4.1619 0.04 0.00 -0.01
H 7.7815 -2.4161 -2.0926 0.19 -0.12 -0.21
H 5.6619 -4.1444 -0.6862 -0.18 -0.20 -0.43
H -9.1191 3.2679 7.9615 -0.05 -0.02 0.02
H -2.8808 0.4701 -1.1723 0.19 0.04 -0.03
H -10.9277 4.1823 -5.3162 -0.04 -0.03 0.06
H -6.2885 -7.0849 0.8352 0.02 0.01 -0.05
H -10.9134 2.5432 6.5243 0.02 0.00 0.03
H -8.9016 0.7952 -5.6672 0.03 0.03 0.00
H 17.1566 -9.9150 -6.8071 -0.04 -0.08 0.00
H -7.8839 0.3560 2.1205 0.04 -0.03 -0.03

---

52
Properties=species:S:1:pos:R:3:forces:R:3 method="wB97M-V/def2-TZVPD" total_energy_ha=-3596.1997
Pt -0.4056 0.8880 0.4548 -1.41 0.41 -0.11
Se 1.1284 2.7624 0.0290 0.91 -0.58 -0.04
O 2.0353 -0.6532 0.1079 -0.08 0.00 0.03
N -1.7119 6.5073 1.2727 -0.42 -0.06 0.10
N 0.2228 -0.5699 2.1432 0.51 0.20 -0.19
C -0.2383 6.7629 1.2299 0.08 -0.11 -0.01
C -0.6598 -0.6638 3.1423 -0.12 0.03 0.00
C 0.0617 8.9601 -0.0669 -0.06 -0.10 -0.16
C 0.6482 4.6821 2.5540 -0.09 0.10 0.01
C -0.3573 -0.3699 4.4555 -0.01 -0.06 0.06
C -1.5199 5.2420 1.2832 0.57 0.46 0.09
C 0.0097 5.2112 1.2799 -0.02 -0.12 0.02
C -2.5191 3.7232 -0.3139 -0.07 0.24 0.12
C -2.2688 0.0108 -0.1224 0.78 -0.24 0.49
C 1.8645 0.1075 3.7369 0.03 -0.13 0.15
C -2.6392 2.4139 -0.7046 0.31 -0.22 -0.04
C -2.5601 1.3682 0.2540 -0.84 0.27 -0.01
C 0.7620 4.6678 -2.5022 -0.01 0.02 0.05
C 0.4917 4.5631 0.0013 -0.32 0.34 -0.15
C -2.6616 1.7405 1.6246 0.37 -0.36 -0.20
C 0.0949 7.4549 -0.0459 0.00 0.01 -0.19
C 1.4883 -0.2463 2.4471 -0.09 -0.22 -0.23
C 0.9302 0.0559 4.7542 0.07 0.01 -0.13
C 0.3342 6.7216 -1.1378 0.05 0.30 0.17
C -2.4827 3.0548 2.0030 -0.11 0.48 0.12
C 2.5622 -0.3462 1.3798 -0.05 0.06 -0.12
C -2.3133 4.0444 1.0374 -0.27 -0.51 -0.27
C 0.5056 5.2730 -1.1508 -0.01 -0.48 0.28
H 3.2435 -1.1530 1.6742 0.02 0.06 0.17
H 3.1250 0.5912 1.3712 -0.03 0.03 -0.01
H -2.4829 4.5205 -1.0450 0.06 -0.04 -0.03
H 1.2043 0.3222 5.7663 -0.01 0.02 0.00
H -0.0285 4.9734 -3.1940 0.05 0.07 -0.03
H -1.1107 -0.4638 5.2249 -0.02 -0.01 -0.02
H 0.4962 7.2315 -2.0842 0.02 0.00 0.00
H 2.5675 -0.2218 -0.5692 -0.10 0.08 0.09
H -2.3543 -0.2436 -1.1724 0.10 -0.03 -0.01
H 0.3686 5.3021 3.4096 -0.03 0.01 -0.03
H 1.7159 5.0138 -2.9098 -0.02 0.00 -0.05
H -0.8223 9.3147 -0.6009 -0.02 0.05 0.08
H -2.4387 3.3208 3.0522 0.09 -0.05 0.00
H 0.3181 3.6606 2.7471 0.09 -0.04 -0.02
H 1.7347 4.6768 2.4585 0.01 -0.02 0.03
H 0.0305 9.3706 0.9412 0.01 0.02 0.00
H 0.9377 9.3575 -0.5816 -0.01 0.05 0.03
H -2.8353 0.9713 2.3656 0.09 0.00 0.01
H -1.6550 -0.9906 2.8635 0.00 0.07 -0.03
H 2.8893 0.3966 3.9328 -0.01 0.02 0.00
H -2.5445 -0.7889 0.5581 -0.15 0.01 -0.04
H 0.7775 3.5828 -2.4558 0.03 0.01 -0.02
H 0.1102 7.3201 2.1031 0.01 -0.03 0.02
H -2.7313 2.1580 -1.7529 0.08 -0.02 0.00

---

32
Properties=species:S:1:pos:R:3:forces:R:3 method="wB97M-V/def2-TZVPD" total_energy_ha=-2512.7705 s2=0.772 spin_multiplicity=2
Fe -0.4204 0.3704 -1.2220 -0.05 -1.56 0.66
O 2.4167 3.3208 5.3020 0.05 0.01 0.02
O -3.9929 -0.6774 -2.4250 -0.06 -0.09 -0.11
O 1.1954 0.1820 -2.2001 -0.32 0.76 -0.51
O -1.6984 0.5021 0.3427 -0.05 0.35 -0.14
O -2.1319 0.5081 -2.0085 0.31 0.63 -0.67
O 2.7744 -1.3895 -2.5219 -0.07 0.08 -0.16
O 0.2763 3.5253 5.4098 -0.04 0.01 0.03
O 0.8812 0.2392 0.1606 0.12 0.25 -0.02
N 1.2953 3.1341 4.8769 -0.01 -0.03 -0.08
N -0.6266 -1.3651 -1.9811 -0.31 -0.09 -0.25
C 0.4536 -1.9761 -2.4483 0.25 0.06 0.09
C -2.8063 -0.5890 -2.2621 0.06 0.24 0.35
C 0.9506 0.9403 1.2466 -0.08 -0.27 -0.02
C 0.3629 -3.1514 -3.1694 -0.01 0.03 0.14
C -1.4879 1.1046 1.4056 0.14 -0.21 0.14
C -1.8413 -1.7331 -2.3893 0.05 -0.06 0.12
C -0.0853 2.1362 3.1275 0.09 -0.04 -0.04
C -2.0249 -2.8951 -3.1056 -0.06 -0.11 0.08
C 1.6322 -1.0383 -2.3790 0.16 -0.13 0.33
C -0.2005 1.4149 1.9295 -0.09 0.25 -0.14
C -0.9037 -3.6394 -3.4587 -0.03 0.00 -0.02
C 2.3194 1.9240 2.9741 0.03 -0.06 -0.09
C 2.2207 1.2104 1.8112 -0.01 0.01 0.15
C 1.1622 2.3789 3.6261 -0.07 0.08 0.09
H 3.0966 0.8454 1.2943 -0.01 0.00 -0.02
H -3.0266 -3.1594 -3.4144 0.02 0.00 -0.04
H -0.9613 2.4940 3.6512 0.00 0.00 0.01
H -1.0163 -4.5432 -4.0429 0.00 -0.01 0.03
H 1.2691 -3.6137 -3.5337 0.00 0.00 -0.01
H 3.2832 2.1506 3.4066 0.00 0.00 0.02
H -2.3656 1.3894 1.9975 0.00 -0.11 0.06

---

43
Properties=species:S:1:pos:R:3:forces:R:3 method="wB97M-V/def2-TZVPD" e_above_lowest_kcal_mol=233.8
O -0.3920 3.0605 -0.3744 1.38 7.08 2.32
O -2.5345 3.8959 1.9397 0.83 -1.07 1.13
N -0.8461 2.4705 2.4278 4.86 -1.67 4.40
N 0.4724 0.5520 3.1860 -0.24 0.53 -5.38
N 0.2253 1.4201 -1.6875 6.74 1.61 -2.21
N -0.7202 0.5611 1.0411 6.11 -7.80 8.61
C 1.7891 -2.9063 2.0331 -3.92 0.97 -0.10
C 0.1750 -1.9081 0.4615 -4.26 0.04 0.81
C 0.3828 -3.8219 -3.7410 0.76 0.34 0.74
C 0.1612 0.0918 -2.2093 14.21 3.55 6.39
C 0.8807 -0.6492 2.4406 -6.92 0.77 -0.11
C 1.4947 -1.7819 2.8150 5.90 0.30 3.07
C 0.8953 -2.9880 0.9790 0.51 -1.32 -3.91
C 2.6424 -0.3678 -1.2396 2.34 -0.58 3.15
C -0.2640 1.1990 2.1738 -0.60 -0.60 2.55
C -1.9504 2.8139 1.8217 -3.47 3.91 -2.60
C -1.3033 1.0722 -0.0128 -9.34 -1.23 0.28
C -0.1608 -0.9673 1.4011 3.71 6.00 -1.29
C 0.2892 -2.3949 -3.1159 2.99 -2.79 -1.80
C 1.5253 -0.7339 -2.0818 -2.94 -0.33 -0.35
C -2.4885 1.9292 0.7418 -0.38 0.95 -4.96
C -0.8032 -1.6232 -3.1548 -0.70 -5.33 -3.21
C -0.8016 -0.3592 -2.7789 -4.96 -3.09 -2.98
C -0.3526 1.9380 -0.5923 -1.19 -3.39 -5.49
C 1.5871 -1.9521 -2.7066 -3.59 0.88 1.72
H -0.6555 -1.9692 -0.3293 1.93 -0.51 0.42
H 3.5257 -1.2138 -0.9842 -2.88 1.94 -0.82
H -1.4762 -2.1302 -3.8384 -1.21 0.68 0.53
H 3.1651 0.3619 -1.7650 1.45 1.64 -0.89
H 0.7584 -3.7600 0.1889 1.00 -0.45 1.25
H -0.0806 -3.9961 -4.6639 -1.68 0.38 -1.32
H -1.5648 0.2219 -2.8956 -4.79 3.28 -0.91
H 2.2258 -3.7491 2.4895 0.95 -0.74 0.05
H 1.4058 -4.0273 -4.1120 -0.10 0.10 1.03
H 2.2551 -1.6186 3.6506 -1.27 -0.37 -0.53
H -1.9947 0.2126 -0.5415 2.44 2.22 0.58
H -0.4023 2.9079 3.3593 -1.84 -0.82 -3.04
H 1.4019 2.0634 -1.9029 -4.90 -2.51 0.63
H 2.2327 -2.7515 -2.4186 1.21 0.12 -0.31
H -3.0886 2.5426 -0.1772 1.79 -1.08 3.00
H 2.3826 0.1566 -0.2650 0.03 -0.88 -1.00
H 0.0304 -4.6343 -3.0969 0.28 0.21 0.18
H -3.2541 1.2997 1.1347 -0.25 -0.97 0.34